C5H28NO7S2 | ωB97M-V/def2-TZVPD

Results
HOMO energy = -11.244 eV
Frontier orbital gap = 8.39 eV
Electronic energy = -43126.0291 eV
Total charge = +1

Geometry as XYZ:
```
43
Properties=species:S:1:pos:R:3:forces:R:3:nbo_charge:R:1
N 0.299497 -1.054911 1.062393 0.65 0.54 -0.59 -0.70
C 1.711633 -0.681562 0.569297 0.56 -2.54 3.28 -0.23
C 2.407292 0.295787 1.561627 -0.01 -0.67 -0.50 -0.60
S 2.816791 1.785788 0.646940 1.88 0.48 -0.23 0.13
S 1.171268 2.821588 0.186873 -0.76 0.79 0.54 0.09
C 0.569220 2.655850 -1.525006 0.28 -0.35 0.19 -0.55
C -0.638708 1.688611 -1.611009 -0.04 0.91 -0.64 -0.43
C -1.852070 2.412358 -2.240013 0.78 0.50 0.13 -0.61
H -0.293720 -0.257679 1.221333 -0.19 0.89 -0.16 0.43
H -0.161815 -1.554507 0.306829 -0.15 -0.79 0.54 0.46
H 0.222067 -1.502115 2.018920 0.53 0.21 -1.45 0.48
H 2.200591 -1.692865 0.715306 -0.18 1.14 -0.92 0.22
H 1.713518 -0.352450 -0.455411 -0.30 0.00 -0.21 0.24
H 1.718559 0.536788 2.348867 -0.17 0.20 0.36 0.25
H 3.349660 -0.104768 2.103259 -1.40 0.64 -1.34 0.27
H 1.352416 2.299361 -2.211966 0.00 0.24 0.45 0.23
H 0.340171 3.700300 -1.851372 0.07 -0.78 0.52 0.24
H -0.993337 1.313405 -0.665370 0.50 -0.30 0.54 0.21
H -0.197139 0.900441 -2.219659 -0.81 -0.54 -0.09 0.19
H -2.649755 2.666417 -1.522228 0.62 0.06 -0.04 0.22
H -1.383152 3.336212 -2.644692 -1.23 -0.49 -0.26 0.21
H -2.336551 1.816097 -2.989464 -0.11 -0.08 -0.70 0.20
H -2.152948 -1.490898 -0.628275 -0.08 0.74 0.83 0.49
H -3.073053 -1.720461 0.488487 -0.04 0.08 0.39 0.49
O -2.261689 -1.221565 0.321066 -0.64 -0.27 -1.57 -0.98
H 2.490532 -2.108187 -3.209196 0.05 -0.08 -0.24 0.50
H 1.039293 -1.609699 -3.478178 0.39 0.19 -0.55 0.48
O 1.710503 -1.727717 -2.800216 -0.44 0.24 0.41 -0.96
H -3.045968 -2.070950 -2.836244 0.06 -0.03 -0.32 0.47
H -3.680861 -0.671754 -2.689890 0.01 0.02 -0.14 0.48
O -3.757042 -1.588515 -2.410548 0.08 -0.05 0.48 -0.95
H -0.127642 -1.180097 4.181186 0.64 -0.12 -0.13 0.49
H -0.372154 0.174440 3.755666 0.16 0.31 -0.56 0.51
O 0.289866 -0.521411 3.593934 -1.10 -0.38 1.40 -0.97
H -0.771766 -4.328020 1.087180 -0.21 0.13 -0.03 0.48
H -1.523295 -3.555908 0.001297 0.18 0.02 0.03 0.48
O -1.224051 -3.489735 0.913462 0.18 -0.79 0.66 -0.96
H 0.312234 -2.625143 -2.123526 0.47 -0.73 0.07 0.50
H -0.229750 -4.106676 -1.824612 0.38 0.35 -0.32 0.49
O -0.306226 -3.168805 -1.613187 -0.82 0.24 0.19 -1.01
H -2.744348 -0.212635 2.182908 -0.18 0.56 0.40 0.50
H -3.169386 0.866712 3.280579 -0.31 -0.11 -0.27 0.49
O -2.449902 0.343254 2.924208 0.67 -0.36 -0.13 -0.99
```
Forces are in eV/Å.